No. 1
Below is a molecular structure, C34H54F6IrN4O4SbSe, with properties calculated with ωB97M-V with the def2-TZVPD basis set.

Last column: Löwdin charge in e.
Atoms and positions in Å:
Ir: -1.22 0.63 -0.24  1.45
C: 4.51 -2.91 -4.15  -0.04
C: 4.40 -2.09 -2.87  -0.54
C: 5.56 -1.08 -2.82  -0.02
C: 4.47 -3.03 -1.65  -0.01
C: 3.08 -1.35 -2.77  -0.08
C: 2.86 -0.48 -1.67  -0.02
C: 1.65 0.09 -1.47  -0.38
Se: 1.35 1.39 -0.08  1.27
C: 1.41 0.40 1.56  -0.38
C: 2.55 -0.14 2.04  -0.03
C: 2.58 -0.78 3.31  -0.08
C: 1.43 -0.71 4.11  0.07
C: 0.25 -0.12 3.71  -0.04
C: 0.20 0.37 2.35  -0.32
O: -0.91 0.77 1.85  -0.17
C: -0.96 -0.05 4.63  -0.52
C: -2.09 -0.94 4.08  -0.01
C: -0.64 -0.55 6.04  -0.05
C: -1.43 1.41 4.75  -0.02
C: 3.84 -1.50 3.73  -0.54
C: 4.10 -2.63 2.72  -0.02
C: 3.72 -2.11 5.13  -0.04
C: 5.02 -0.51 3.72  -0.02
C: 0.56 -0.17 -2.38  -0.31
O: -0.62 0.25 -2.12  -0.16
C: 0.81 -0.91 -3.60  -0.03
C: 2.06 -1.50 -3.72  0.08
C: -0.26 -1.05 -4.66  -0.52
C: -1.48 -1.83 -4.11  -0.02
C: -0.69 0.35 -5.14  -0.02
C: 0.26 -1.82 -5.88  -0.05
H: 5.48 -3.41 -4.16  0.10
H: 4.45 -2.29 -5.04  0.10
H: 3.75 -3.69 -4.20  0.10
H: 6.50 -1.62 -2.91  0.10
H: 5.60 -0.53 -1.88  0.08
H: 5.50 -0.36 -3.64  0.10
H: 5.42 -3.57 -1.68  0.10
H: 3.66 -3.76 -1.66  0.10
H: 4.42 -2.49 -0.71  0.07
H: 3.68 -0.27 -0.99  0.11
H: 3.46 -0.10 1.45  0.11
H: 1.49 -1.14 5.10  0.10
H: -1.79 -1.98 4.05  0.09
H: -2.38 -0.65 3.06  0.06
H: -2.96 -0.85 4.73  0.10
H: -0.36 -1.60 6.05  0.10
H: -1.52 -0.44 6.66  0.10
H: 0.17 0.03 6.50  0.10
H: -1.73 1.84 3.80  0.06
H: -0.64 2.04 5.17  0.10
H: -2.28 1.46 5.43  0.10
H: 3.27 -3.34 2.70  0.10
H: 5.00 -3.17 3.00  0.10
H: 4.24 -2.25 1.70  0.07
H: 2.92 -2.85 5.19  0.10
H: 3.56 -1.35 5.90  0.10
H: 4.65 -2.63 5.37  0.10
H: 5.21 -0.10 2.73  0.08
H: 5.92 -1.04 4.03  0.10
H: 4.85 0.31 4.42  0.10
H: 2.26 -2.10 -4.58  0.10
H: -1.97 -1.30 -3.30  0.07
H: -1.18 -2.81 -3.75  0.09
H: -2.20 -1.96 -4.92  0.10
H: -1.14 0.94 -4.34  0.08
H: -1.44 0.24 -5.93  0.10
H: 0.15 0.90 -5.55  0.10
H: 0.52 -2.85 -5.63  0.10
H: 1.12 -1.33 -6.33  0.10
H: -0.53 -1.86 -6.63  0.10
N: -3.28 0.84 0.64  0.01
C: -3.46 2.28 0.94  -0.27
C: -4.93 2.72 0.95  -0.13
C: -5.62 2.69 -0.43  -0.15
C: -6.34 4.00 -0.74  -0.15
N: -5.36 5.08 -0.91  0.09
C: -5.03 5.69 -2.04  -0.43
N: -3.79 6.15 -2.18  0.22
N: -5.93 5.84 -3.03  0.21
C: -2.60 3.12 0.01  -0.55
O: -2.79 4.33 -0.08  0.05
O: -1.65 2.53 -0.65  -0.17
H: -3.99 0.50 -0.01  0.12
H: -3.34 0.28 1.49  0.10
H: -3.06 2.44 1.95  0.15
H: -4.97 3.72 1.38  0.12
H: -5.46 2.08 1.65  0.13
H: -6.37 1.89 -0.47  0.12
H: -4.91 2.48 -1.24  0.12
H: -7.01 4.27 0.07  0.13
H: -6.95 3.91 -1.64  0.12
H: -4.60 5.06 -0.23  0.12
H: -3.07 5.79 -1.56  0.11
H: -3.54 6.77 -2.93  0.13
H: -6.91 5.81 -2.83  0.13
H: -5.66 6.28 -3.89  0.13
F: -0.90 -1.39 0.08  -0.46
Sb: -0.09 -3.26 0.33  1.43
F: -1.88 -3.79 0.35  -0.32
F: -0.14 -2.81 2.15  -0.31
F: 0.60 -4.96 0.57  -0.31
F: 1.60 -2.43 0.25  -0.32
F: -0.07 -3.29 -1.55  -0.32

Output
Expectation value of S²: 6.053
Charge: +2
Relative energy (zero: lowest compared OMol25 entry of this formula, charge and spin) in eV: 0.252
E_LUMO (alpha / beta) in eV: -5.09 / -7.58
Orbital gap (alpha / beta) in eV: 8.038 / 6.998
Highest occupied orbital energy (alpha / beta) in eV: -13.13 / -14.58
Multiplicity: 5

No. 2
Below is 7 unconnected molecules or ions with the total composition C34H55BrCl24N3O, with properties calculated with ωB97M-V with the def2-TZVPD basis set.

Last column: Löwdin charge in e.
Atoms and positions in Å:
C: -3.52 -8.21 -6.82  -0.11
C: -4.01 -6.81 -6.49  -0.27
C: -3.12 -5.71 -7.05  -0.22
C: -1.89 -5.41 -6.19  -0.22
C: -1.29 -4.02 -6.39  -0.21
C: -0.62 -3.43 -5.14  -0.21
C: 0.73 -2.72 -5.39  -0.21
C: 0.86 -1.40 -4.64  -0.22
C: 2.27 -0.79 -4.65  -0.19
C: 2.91 -0.63 -3.26  -0.21
C: 2.99 0.81 -2.77  -0.21
C: 3.79 0.96 -1.47  -0.20
C: 2.93 1.36 -0.27  -0.22
C: 2.65 2.87 -0.21  -0.20
C: 2.13 3.37 1.14  -0.19
C: 0.74 3.97 1.18  -0.11
N: -0.42 3.12 0.81  0.04
C: -0.78 2.82 -0.39  0.09
C: -2.03 2.01 -0.46  -0.36
C: -1.52 0.58 -0.68  -0.17
N: -2.40 -0.48 -0.21  -0.07
C: -1.77 -1.79 -0.33  -0.09
N: -2.77 2.51 -1.63  -0.08
C: -3.32 3.86 -1.52  -0.04
C: -3.87 1.64 -2.03  -0.44
C: -3.91 1.28 -3.47  0.02
O: -4.70 1.27 -1.19  0.11
C: -2.60 2.31 0.94  -0.02
C: -1.39 2.64 1.84  -0.24
C: -0.92 1.70 2.95  -0.62
Br: 0.45 0.45 2.38  0.85
C: -2.07 0.97 3.59  -0.30
C: -1.68 0.11 4.78  -0.12
H: -2.45 -8.29 -6.65  0.07
H: -3.70 -8.44 -7.87  0.07
H: -4.01 -8.96 -6.21  0.07
H: -4.10 -6.70 -5.41  0.10
H: -5.01 -6.69 -6.90  0.10
H: -3.69 -4.79 -7.16  0.10
H: -2.77 -6.03 -8.04  0.11
H: -2.16 -5.54 -5.14  0.11
H: -1.11 -6.15 -6.40  0.11
H: -0.54 -4.07 -7.18  0.11
H: -2.08 -3.35 -6.73  0.11
H: -0.46 -4.23 -4.42  0.11
H: -1.29 -2.73 -4.66  0.10
H: 1.54 -3.38 -5.08  0.11
H: 0.83 -2.52 -6.46  0.11
H: 0.54 -1.57 -3.61  0.09
H: 0.17 -0.70 -5.10  0.11
H: 2.92 -1.37 -5.30  0.11
H: 2.20 0.20 -5.10  0.10
H: 3.91 -1.07 -3.24  0.11
H: 2.31 -1.20 -2.55  0.11
H: 3.42 1.42 -3.57  0.11
H: 1.97 1.17 -2.62  0.10
H: 4.23 -0.01 -1.24  0.11
H: 4.61 1.66 -1.60  0.11
H: 1.98 0.82 -0.35  0.08
H: 3.42 1.09 0.66  0.11
H: 1.98 3.17 -1.02  0.10
H: 3.58 3.38 -0.40  0.06
H: 2.25 2.61 1.91  0.07
H: 2.76 4.20 1.45  0.07
H: 0.72 4.81 0.49  0.12
H: 0.51 4.37 2.16  0.11
H: -0.27 3.14 -1.29  0.17
H: -0.52 0.49 -0.23  0.07
H: -1.38 0.45 -1.75  0.13
H: -2.65 -0.33 0.75  0.08
H: -2.53 -2.56 -0.37  0.09
H: -1.19 -1.84 -1.25  0.07
H: -1.12 -2.03 0.51  0.05
H: -2.52 4.59 -1.44  0.09
H: -4.02 3.97 -0.69  0.09
H: -3.87 4.08 -2.43  0.11
H: -3.29 1.95 -4.06  0.09
H: -4.93 1.31 -3.83  0.10
H: -3.51 0.27 -3.58  0.10
H: -3.25 1.54 1.33  0.12
H: -3.21 3.21 0.91  0.12
H: -1.63 3.54 2.41  0.11
H: -0.45 2.31 3.73  0.06
H: -2.55 0.33 2.85  0.10
H: -2.81 1.71 3.91  0.10
H: -2.52 0.01 5.47  0.08
H: -1.41 -0.89 4.46  0.02
H: -0.82 0.51 5.32  0.08
C: -1.48 4.51 6.40  -2.04
Cl: -0.09 3.88 7.26  0.53
Cl: -2.78 3.31 6.38  0.57
Cl: -2.06 5.99 7.16  0.56
Cl: -1.00 4.88 4.72  0.54
C: 3.48 7.28 0.30  -2.05
Cl: 4.41 8.76 0.16  0.57
Cl: 2.14 7.30 -0.85  0.52
Cl: 4.51 5.89 -0.05  0.57
Cl: 2.83 7.14 1.94  0.53
C: 2.74 6.46 9.68  -2.06
Cl: 3.87 7.76 9.34  0.54
Cl: 1.28 6.67 8.70  0.49
Cl: 3.47 4.90 9.26  0.50
Cl: 2.30 6.46 11.38  0.54
C: 0.06 -3.95 4.66  -2.05
Cl: 0.08 -3.71 2.91  0.51
Cl: 1.20 -2.83 5.40  0.49
Cl: -1.57 -3.65 5.28  0.55
Cl: 0.54 -5.60 5.02  0.53
C: 4.66 -6.92 4.20  -2.07
Cl: 5.56 -5.80 5.24  0.52
Cl: 3.45 -6.01 3.29  0.49
Cl: 5.77 -7.71 3.08  0.53
Cl: 3.85 -8.13 5.19  0.52
C: 3.81 -0.65 8.00  -2.06
Cl: 3.52 0.99 8.59  0.51
Cl: 3.42 -0.74 6.27  0.48
Cl: 5.50 -1.07 8.23  0.54
Cl: 2.78 -1.78 8.87  0.54

Output
Charge: +1
E_LUMO in eV: -3.46
Orbital gap in eV: 8.077
Highest occupied orbital energy in eV: -11.53

No. 3
Below is 4 unconnected molecules or ions with the total composition C34H55F6O16P3S, with properties calculated with ωB97M-V with the def2-TZVPD basis set.

Last column: Löwdin charge in e.
Atoms and positions in Å:
C: -4.88 -2.37 1.21  -0.07
C: -4.74 -1.54 -0.11  -0.24
C: -5.68 -0.51 -0.54  -0.03
C: -5.41 0.20 -1.80  -0.02
C: -4.23 -0.07 -2.65  -0.10
C: -4.12 0.74 -3.97  -0.32
C: -3.71 2.26 -3.79  -0.07
C: -5.59 0.76 -4.62  -0.10
C: -3.26 -1.11 -2.20  -0.18
O: -2.17 -1.35 -3.03  -0.05
C: -0.95 -1.62 -2.35  -0.14
C: 0.10 -0.44 -2.28  -0.32
C: 0.59 0.06 -3.71  -0.28
C: -0.49 0.83 -4.53  -0.02
F: 1.70 0.96 -3.59  -0.04
C: 1.41 -1.10 -1.61  -0.11
C: 1.70 -0.62 -0.13  -0.12
C: 0.44 -0.51 0.80  -0.22
C: 0.89 0.15 2.17  -0.36
F: 1.98 -0.50 2.72  0.04
F: -0.18 0.07 3.09  0.07
C: 1.21 1.67 2.04  -0.08
C: 2.62 2.13 2.07  0.01
C: 2.91 3.57 1.91  -0.05
C: 1.88 4.58 1.72  0.01
C: 0.50 4.13 1.72  -0.08
C: -0.74 5.07 1.53  -0.48
F: -1.81 4.57 2.23  0.09
F: -1.11 5.00 0.19  0.10
F: -0.47 6.38 1.80  0.12
C: 0.20 2.71 1.89  0.04
O: -0.65 0.30 0.31  -0.18
S: -0.38 0.94 -1.18  0.74
O: 0.58 2.05 -1.19  -0.24
O: -1.66 1.51 -1.61  -0.26
C: -3.58 -1.80 -0.96  0.01
H: -4.52 -3.42 1.02  0.08
H: -4.17 -1.96 1.99  0.08
H: -5.92 -2.35 1.61  0.07
H: -6.56 -0.29 0.11  0.10
H: -6.17 0.97 -2.08  0.10
H: -3.49 0.19 -4.73  0.12
H: -4.49 2.91 -4.26  0.07
H: -3.64 2.57 -2.72  0.08
H: -2.75 2.43 -4.35  0.06
H: -5.58 1.08 -5.69  0.08
H: -6.14 1.58 -4.06  0.06
H: -6.16 -0.18 -4.41  0.08
H: -1.05 -2.03 -1.32  0.12
H: -0.43 -2.43 -2.95  0.16
H: 1.01 -0.84 -4.24  0.16
H: 0.03 1.18 -5.47  0.10
H: -1.34 0.19 -4.87  0.08
H: -0.78 1.75 -3.97  0.08
H: 1.25 -2.22 -1.54  0.13
H: 2.33 -0.97 -2.24  0.11
H: 2.28 0.35 -0.20  0.13
H: 2.40 -1.36 0.34  0.14
H: 0.10 -1.55 1.08  0.18
H: 3.43 1.39 2.21  0.11
H: 3.99 3.87 1.93  0.10
H: 2.08 5.66 1.57  0.12
H: -0.86 2.37 1.86  0.14
H: -2.87 -2.59 -0.62  0.11
C: -3.34 5.32 4.59  -0.12
O: -3.11 5.74 5.94  -0.27
P: -2.55 4.52 6.98  0.71
O: -3.94 4.01 7.30  -0.26
O: -2.05 5.63 8.07  -0.28
C: -2.77 6.84 8.27  -0.11
O: -1.73 3.31 7.84  -0.30
C: -2.05 3.13 9.21  -0.13
H: -3.65 6.19 4.01  0.09
H: -2.44 4.91 4.16  0.05
H: -4.14 4.57 4.56  0.09
H: -3.85 6.69 8.20  0.09
H: -2.45 7.58 7.53  0.08
H: -2.53 7.22 9.27  0.09
H: -3.12 3.02 9.36  0.08
H: -1.66 3.95 9.81  0.08
H: -1.56 2.21 9.54  0.09
C: 2.72 -7.71 4.62  -0.13
O: 3.27 -6.83 3.63  -0.27
P: 3.24 -5.17 4.05  0.71
O: 1.82 -4.98 3.56  -0.26
O: 4.34 -4.84 2.89  -0.28
C: 4.35 -5.54 1.66  -0.11
O: 3.42 -3.62 4.69  -0.28
C: 3.19 -2.52 3.83  -0.14
H: 2.83 -8.73 4.27  0.09
H: 3.25 -7.59 5.57  0.08
H: 1.66 -7.49 4.77  0.08
H: 3.34 -5.77 1.31  0.09
H: 4.92 -6.47 1.77  0.09
H: 4.85 -4.91 0.91  0.09
H: 2.24 -2.59 3.32  0.07
H: 4.00 -2.42 3.10  0.09
H: 3.18 -1.62 4.44  0.09
C: 3.82 -4.85 -8.06  -0.12
O: 4.32 -3.50 -8.07  -0.27
P: 4.41 -2.77 -6.54  0.71
O: 2.96 -2.33 -6.55  -0.27
O: 5.41 -1.61 -7.12  -0.28
C: 5.26 -1.11 -8.44  -0.11
O: 4.73 -2.25 -4.96  -0.30
C: 4.47 -0.89 -4.64  -0.13
H: 3.85 -5.23 -9.08  0.09
H: 4.45 -5.48 -7.43  0.08
H: 2.79 -4.87 -7.70  0.08
H: 4.21 -1.04 -8.74  0.09
H: 5.80 -1.77 -9.14  0.09
H: 5.71 -0.12 -8.48  0.09
H: 3.47 -0.59 -4.93  0.07
H: 5.21 -0.24 -5.11  0.09
H: 4.56 -0.79 -3.56  0.09

Output
Charge: 0
Relative energy (zero: lowest compared OMol25 entry of this formula, charge and spin) in eV: 11.630
E_LUMO in eV: -2.50
Orbital gap in eV: 5.640
Highest occupied orbital energy in eV: -8.14

No. 4
Below is a molecular structure, C34H55Ge2N5O2Ti, with properties calculated with ωB97M-V with the def2-TZVPD basis set.

Last column: Löwdin charge in e.
Atoms and positions in Å:
Ti: -1.26 -0.85 -0.57  0.65
C: -2.12 -2.49 -2.08  -0.16
C: -0.78 -2.25 -2.43  -0.17
C: -0.67 -0.90 -2.84  -0.15
C: -1.94 -0.30 -2.74  -0.16
C: -2.84 -1.28 -2.25  -0.17
H: -2.53 -3.43 -1.74  0.12
H: 0.01 -2.98 -2.44  0.10
H: 0.24 -0.41 -3.18  0.11
H: -2.19 0.72 -2.97  0.10
H: -3.90 -1.14 -2.09  0.12
N: -0.23 0.23 3.81  0.26
C: -1.33 0.00 2.80  -0.29
C: -2.18 1.24 2.61  -0.08
C: -3.22 1.01 1.52  -0.31
N: -2.60 0.86 0.18  0.03
C: -4.06 -0.23 1.84  -0.08
C: -3.24 -1.48 2.16  -0.31
N: -2.62 -2.03 0.92  0.05
C: -2.18 -1.19 3.21  -0.08
H: -0.07 1.22 3.98  0.15
H: 0.65 -0.16 3.44  0.10
H: -0.42 -0.22 4.71  0.18
H: -0.78 -0.21 1.88  0.06
H: -1.55 2.10 2.36  0.11
H: -2.71 1.48 3.54  0.15
H: -3.89 1.87 1.51  0.16
H: -2.10 1.71 -0.11  0.04
H: -3.36 0.79 -0.50  0.10
H: -4.76 -0.44 1.03  0.13
H: -4.68 0.00 2.72  0.14
H: -3.92 -2.23 2.57  0.16
H: -3.37 -2.26 0.28  0.10
H: -2.17 -2.92 1.14  0.07
H: -1.55 -2.07 3.38  0.11
H: -2.68 -0.97 4.16  0.15
C: 1.16 3.13 1.82  -0.16
C: 0.41 2.63 0.59  -0.36
Ge: 0.97 0.79 -0.01  0.89
C: 2.13 1.17 -1.56  -0.37
C: 3.32 2.05 -1.17  -0.15
C: 2.01 0.09 1.52  -0.27
C: 1.91 -1.21 1.83  -0.38
Ge: 1.06 -2.21 0.33  0.94
C: 2.51 -2.56 -0.96  -0.34
C: 3.64 -3.38 -0.33  -0.15
C: 0.18 -3.99 0.61  -0.35
C: -0.27 -4.45 2.00  -0.15
C: 2.55 -1.83 3.02  -0.25
C: 2.80 -3.20 3.06  -0.06
C: 3.40 -3.79 4.17  -0.05
C: 3.75 -3.01 5.26  -0.06
C: 3.50 -1.65 5.24  -0.06
C: 2.92 -1.06 4.13  -0.06
H: 0.88 4.16 2.07  0.08
H: 2.24 3.12 1.67  0.07
H: 0.97 2.52 2.71  0.03
H: 0.64 3.26 -0.27  0.06
H: -0.66 2.75 0.72  0.01
H: 1.52 1.67 -2.32  0.04
H: 2.48 0.24 -2.01  0.04
H: 2.99 3.01 -0.76  0.06
H: 3.95 2.27 -2.03  0.08
H: 3.94 1.57 -0.42  0.07
H: 2.66 0.73 2.11  0.07
H: 2.90 -1.61 -1.32  0.04
H: 2.09 -3.09 -1.82  0.06
H: 4.12 -2.84 0.49  0.07
H: 4.41 -3.59 -1.08  0.08
H: 3.30 -4.34 0.05  0.06
H: 0.89 -4.71 0.20  0.07
H: -0.65 -4.01 -0.10  0.03
H: 0.56 -4.80 2.60  0.06
H: -0.99 -5.27 1.93  0.09
H: -0.74 -3.65 2.58  0.03
H: 2.56 -3.82 2.21  0.08
H: 3.60 -4.85 4.17  0.12
H: 4.21 -3.47 6.13  0.12
H: 3.79 -1.03 6.09  0.11
H: 2.78 0.01 4.12  0.10
O: 0.97 1.33 -6.79  -0.04
C: 0.93 2.74 -6.94  -0.23
N: 0.42 3.28 -5.71  0.09
C: -0.87 3.71 -5.58  -0.44
O: -1.62 3.92 -6.51  0.11
C: -1.33 3.92 -4.16  -0.10
C: -2.15 4.99 -3.85  0.03
C: -2.61 5.12 -2.55  -0.03
C: -2.26 4.14 -1.63  -0.14
N: -1.52 3.08 -1.93  0.05
C: -1.05 2.99 -3.17  -0.11
H: 1.24 0.93 -7.62  0.09
H: 0.25 3.04 -7.73  0.13
H: 1.93 3.14 -7.12  0.13
H: 0.99 3.19 -4.89  0.13
H: -2.42 5.70 -4.63  0.14
H: -3.23 5.95 -2.25  0.12
H: -2.61 4.22 -0.61  0.10
H: -0.44 2.12 -3.41  0.10

Output
Expectation value of S²: 2.011
Charge: +2
Relative energy (zero: lowest compared OMol25 entry of this formula, charge and spin) in eV: 0.000
E_LUMO (alpha / beta) in eV: -5.24 / -6.59
Orbital gap (alpha / beta) in eV: 7.437 / 6.605
Highest occupied orbital energy (alpha / beta) in eV: -12.68 / -13.19
Multiplicity: 3

Strongest force on any atom per entry: 1.03, 2.95, 9.01, 0.50 eV/Å
M per entry: 1089.76, 1452.61, 958.77, 758.93 u